Molecular formula: C7H18ClNO2P
Method: DFT, ωB97M-V with the def2-TZVPD basis set

Positions of all 30 atoms, in Å:
C (-1.84066, 4.19215, 3.71967)
C (-2.32160, 3.40271, 2.50542)
C (-1.64856, 2.04569, 2.28022)
Cl (0.19492, 2.30930, 2.39730)
N (-2.12756, 1.45225, 1.10307)
P (-1.21040, 0.84794, -0.03906)
O (-0.60280, 1.71578, -1.08805)
H (-0.89155, 4.67427, 3.51627)
H (-1.71918, 3.53120, 4.57695)
H (-2.57399, 4.94664, 4.00052)
H (-2.16401, 3.96447, 1.58912)
H (-3.37749, 3.16771, 2.61350)
H (-1.88445, 1.40516, 3.13507)
H (-2.05352, -0.10201, -0.64979)
H (-0.21321, 0.01302, 0.52057)
C (2.83400, -1.05662, -1.92312)
C (1.98152, -1.84887, -0.94657)
O (0.66307, -2.06939, -1.39693)
C (0.51377, -2.80923, -2.58383)
C (1.03671, -4.23595, -2.49618)
H (2.32532, -0.13005, -2.19017)
H (3.79372, -0.81297, -1.46552)
H (3.03579, -1.61494, -2.84039)
H (1.86539, -1.28051, -0.02435)
H (2.46860, -2.79828, -0.68355)
H (0.97693, -2.28571, -3.42952)
H (-0.55987, -2.82262, -2.77163)
H (2.12159, -4.26730, -2.38217)
H (0.78322, -4.78403, -3.40522)
H (0.59429, -4.74982, -1.64165)

Results
E: -34948.66869 eV
E_HOMO: -0.141 hartree
lowest unoccupied orbital energy: 0.114 hartree
frontier orbital gap: 0.2551 hartree
net charge: -1